This record from the OMol25 dataset describes H28KO14 as an isolated structure. The level of theory is ωB97M-V with the def2-TZVPD basis set.

Its highest occupied orbital energy is -13.065 eV. The calculation puts the frontier orbital gap at 10.1 eV. As for the energy: -1669.93558 Ha. For the LUMO energy, the calculation gives -2.958 eV. For the relative energy (zero: lowest compared OMol25 entry of this formula, charge and spin), the calculation gives 43.8 kJ/mol.

Geometry as ORCA input:
```
! wB97M-V def2-TZVPD RIJCOSX def2/J DEFGRID3
* xyz 1 1
K -0.1420 -0.0152 -0.2358
O -3.8055 -0.1474 1.5516
H -4.4862 -0.8001 1.7150
H -3.9378 0.5128 2.2319
O -0.1746 -2.9490 3.4881
H 0.4708 -3.5859 3.7951
H -0.9947 -3.2207 3.9005
O -2.4570 -0.8931 -1.0238
H -2.8714 -0.9593 -0.1635
H -3.0877 -1.2891 -1.6252
O 0.0270 3.7176 -1.0047
H 0.3237 3.8737 -1.9013
H -0.5471 2.9546 -1.0714
O 3.7150 3.4116 -0.7399
H 3.8984 2.6504 -0.1892
H 2.8887 3.7579 -0.4031
O 0.8042 -1.5009 -4.9410
H 0.2246 -2.1747 -4.5856
H 1.6340 -1.9534 -5.0921
O 1.1005 0.4973 -2.9121
H 1.0192 0.0939 -3.7763
H 1.8988 0.1183 -2.5444
O 2.6862 0.5725 2.3105
H 2.7187 0.9567 3.1866
H 2.4760 -0.3493 2.4604
O 3.6403 0.2755 -1.5165
H 3.9659 0.3901 -0.6237
H 4.4093 0.4074 -2.0711
O -2.9331 -4.4950 -1.3109
H -2.9920 -3.6160 -1.6854
H -2.8045 -5.0693 -2.0657
O -0.7362 4.2618 2.0442
H -0.1489 4.0905 2.7805
H -0.5239 3.5820 1.4047
O 1.2490 -2.3882 1.2249
H 1.6841 -3.2408 1.2225
H 0.7387 -2.3815 2.0347
O -2.0649 1.9668 -0.4893
H -2.3751 2.3221 -1.3222
H -2.7041 2.2717 0.1546
O -0.4014 -0.3826 2.3026
H -0.4436 -1.3147 2.5161
H -0.9417 0.0411 2.9696
*
```

This record from the OMol25 dataset describes C20H9Cl3N2O7PdS2 as an isolated structure. The level of theory is ωB97M-V with the def2-TZVPD basis set.

Its highest occupied orbital energy is -3.354 eV. The calculation puts the frontier orbital gap at 7.2 eV. As for the energy: -3708.76302 Ha. For the LUMO energy, the calculation gives 3.886 eV. For the relative energy (zero: lowest compared OMol25 entry of this formula, charge and spin), the calculation gives 49.9 kJ/mol.

Geometry as ORCA input:
```
! wB97M-V def2-TZVPD RIJCOSX def2/J DEFGRID3
* xyz -2 1
Pd -0.2892 -0.0497 0.5979
Cl -3.9852 6.2981 1.0573
C -3.4017 4.6463 1.0669
C -2.0484 4.3959 0.9523
C -1.5891 3.0899 0.9616
Cl 0.1245 2.8535 0.8397
C -2.4460 1.9661 1.0844
O -2.1077 0.7233 1.0932
C -3.8225 2.3103 1.1922
Cl -4.9676 1.0089 1.3228
C -4.3000 3.6029 1.1877
H -1.3416 5.2076 0.8578
H -5.3617 3.7865 1.2718
O 6.1648 -2.4323 0.3118
C 5.4852 -2.1522 -0.6921
O 5.7813 -2.1836 -1.9031
C 4.0371 -1.6780 -0.3931
C 3.1392 -1.4565 -1.4309
C 1.8571 -1.0202 -1.1596
N 1.4642 -0.7881 0.0956
C 2.3165 -0.9795 1.1161
C 3.6006 -1.4391 0.9037
C 1.7842 -0.5419 2.4642
O 2.4209 -0.7763 3.4780
O 0.6681 0.1084 2.4049
H 3.4688 -1.6275 -2.4461
H 1.1118 -0.8567 -1.9249
H 4.2631 -1.5916 1.7433
O -2.1508 -3.5534 -1.0700
S -2.3941 -2.3510 -0.3147
O -2.3924 -2.4442 1.1138
N -1.3901 -1.1438 -0.8508
C -2.0362 -0.3034 -1.6969
S -1.3398 0.9174 -2.5769
C -3.5106 -0.5455 -1.7331
C -4.4842 0.1945 -2.3844
C -5.8119 -0.1694 -2.2129
C -6.1604 -1.2549 -1.4128
C -5.1836 -2.0037 -0.7690
C -3.8713 -1.6156 -0.9453
H -4.1890 1.0422 -2.9884
H -6.5923 0.4064 -2.6950
H -7.2050 -1.5106 -1.2834
H -5.4371 -2.8455 -0.1381
*
```

This record from the OMol25 dataset describes C5H12O2 in the gas phase. The level of theory is ωB97M-V with the def2-TZVPD basis set.

Its highest occupied orbital energy is -9.900 eV. The calculation puts the frontier orbital gap at 10.9 eV. As for the energy: -348.16597 Ha. For the LUMO energy, the calculation gives 1.002 eV. For the relative energy (zero: lowest compared OMol25 entry of this formula, charge and spin), the calculation gives 102.0 kJ/mol.

Geometry as ORCA input:
```
! wB97M-V def2-TZVPD RIJCOSX def2/J DEFGRID3
* xyz 0 1
C 1.8307 1.2000 -0.2296
O 0.8703 0.4461 0.4739
C 0.1402 -0.4722 -0.3457
C 0.8483 -1.8205 -0.3879
C -1.2801 -0.5667 0.2055
C -1.9389 0.8026 0.3817
O -1.4633 1.4856 1.5183
H 2.5774 0.5599 -0.7198
H 2.3374 1.8357 0.4997
H 1.3572 1.8366 -0.9924
H 0.0872 -0.0516 -1.3640
H 0.8384 -2.2823 0.6047
H 1.8911 -1.7125 -0.7047
H 0.3494 -2.4971 -1.0899
H -1.2667 -1.0714 1.1804
H -1.8714 -1.1888 -0.4795
H -1.7909 1.4000 -0.5371
H -3.0190 0.6850 0.5168
H -0.4972 1.4114 1.4696
*
```

This record from the OMol25 dataset describes C20H30N2O5 in the gas phase. The level of theory is ωB97M-V with the def2-TZVPD basis set.

Its highest occupied orbital energy is -9.376 eV. The calculation puts the frontier orbital gap at 10.0 eV. As for the energy: -1265.92957 Ha. For the LUMO energy, the calculation gives 0.606 eV. For the relative energy (zero: lowest compared OMol25 entry of this formula, charge and spin), the calculation gives 0.0 kJ/mol.

Geometry as ORCA input:
```
! wB97M-V def2-TZVPD RIJCOSX def2/J DEFGRID3
* xyz 0 1
C -0.4042 -4.0706 -4.8993
H -0.5101 -3.3798 -5.7326
H -1.3712 -4.5211 -4.6956
H 0.2785 -4.8637 -5.1975
C 0.1438 -3.3422 -3.6729
C 1.5949 -2.9287 -3.9287
C 2.1947 -2.2308 -2.7148
C 1.3714 -0.9987 -2.3685
C -0.0829 -1.3923 -2.1048
N -0.8558 -0.2124 -1.7317
C -1.0506 0.8477 -2.5263
O -0.7397 0.9340 -3.6936
C -1.7741 2.0140 -1.8102
H -2.0086 2.7849 -2.5449
H -2.6845 1.6502 -1.3224
O -0.9268 2.6433 -0.8459
C -0.8672 2.1298 0.3676
O -1.4795 1.1603 0.7457
C 0.0834 2.9195 1.2575
N 0.6606 2.0251 2.2290
C 0.4537 2.1415 3.5896
O -0.1282 3.0577 4.1047
C 1.0839 0.9352 4.2569
C 0.0189 0.1681 5.0480
C -1.0391 -0.4111 4.1116
C -0.4312 -1.2603 2.9789
C 1.0946 -1.3059 3.0309
H 1.4312 -1.8833 3.8931
H 1.4766 -1.7902 2.1306
C 1.6764 0.1087 3.1092
C 1.3232 0.8769 1.8527
O 1.5560 0.5803 0.7098
H 2.7666 0.0423 3.1725
H -0.7358 -0.8419 2.0186
H -0.8127 -2.2812 3.0249
H -1.7354 -1.0097 4.7001
H -1.6087 0.4122 3.6771
H -0.4535 0.8542 5.7528
H 0.4975 -0.6275 5.6208
H 1.8530 1.2901 4.9491
H -0.4690 3.6881 1.8080
H 0.8547 3.3841 0.6386
H -1.1357 -0.1386 -0.7643
H -0.1219 -2.0648 -1.2405
C -0.7044 -2.1114 -3.3146
C -2.1523 -2.4897 -3.0029
H -2.7033 -1.6182 -2.6572
H -2.1896 -3.2526 -2.2266
H -2.6536 -2.8691 -3.8879
H -0.6941 -1.4166 -4.1582
H 1.7704 -0.5009 -1.4830
H 1.3947 -0.2942 -3.2007
H 3.2261 -1.9399 -2.9217
H 2.2046 -2.9174 -1.8644
H 2.1861 -3.8132 -4.1771
H 1.6264 -2.2527 -4.7855
H 0.1261 -4.0329 -2.8207
*
```

This record from the OMol25 dataset describes C4H6O2 in the gas phase. The level of theory is ωB97M-V with the def2-TZVPD basis set.

Its highest occupied orbital energy (alpha / beta) is -8.581 / -8.582 eV. The calculation puts the frontier orbital gap (alpha / beta) at 8.1 / 8.1 eV. As for the energy: -306.32961 Ha. For the LUMO energy (alpha / beta), the calculation gives -0.446 / -0.445 eV. For the relative energy (zero: lowest compared OMol25 entry of this formula, charge and spin), the calculation gives 463.9 kJ/mol.

Geometry as ORCA input:
```
! wB97M-V def2-TZVPD RIJCOSX def2/J DEFGRID3
* xyz 0 1
O -1.1562 1.6488 0.5502
C -0.2764 0.8644 -0.1660
C 0.9103 0.1678 0.5130
C 0.6113 -1.1383 -0.1561
C -0.6179 -0.7880 -0.8385
O -1.2866 -1.2027 -1.7829
H -1.3956 1.1980 1.3730
H 0.0023 1.4372 -1.0537
H 1.8473 0.5823 0.1097
H 0.9865 0.1931 1.6087
H -1.0054 -0.9340 0.3015
H 1.3049 -1.9732 -0.3243
*
```

This record from the OMol25 dataset describes a 2-piece molecular cluster, C3H5Br2P overall. The level of theory is ωB97M-V with the def2-TZVPD basis set.

Its highest occupied orbital energy (alpha / beta) is -8.678 / -9.499 eV. The calculation puts the frontier orbital gap (alpha / beta) at 8.1 / 8.5 eV. As for the energy: -5606.55765 Ha. For the LUMO energy (alpha / beta), the calculation gives -0.624 / -0.950 eV. For the relative energy (zero: lowest compared OMol25 entry of this formula, charge and spin), the calculation gives 360.8 kJ/mol.

Geometry as ORCA input:
```
! wB97M-V def2-TZVPD RIJCOSX def2/J DEFGRID3
* xyz 0 1
C -1.0078 -0.8613 0.4589
C -1.2146 0.5673 0.0339
C 0.1181 -0.0637 -0.0566
P 1.5948 0.4943 0.7513
Br 3.0522 -1.0467 0.1608
Br 2.1291 2.1745 -0.5730
H -1.0204 -1.1189 1.5101
H -1.4127 -1.6337 -0.1756
H -1.7658 0.7548 -0.8759
H -1.3634 1.3332 0.7834
H 0.8906 -0.5997 -2.0173
*
```

This record from the OMol25 dataset describes C3H3FKO3 as an isolated structure. The level of theory is ωB97M-V with the def2-TZVPD basis set.

Its highest occupied orbital energy (alpha / beta) is -8.331 / -8.617 eV. The calculation puts the frontier orbital gap (alpha / beta) at 7.9 / 8.1 eV. As for the energy: -1041.60364 Ha. For the LUMO energy (alpha / beta), the calculation gives -0.383 / -0.532 eV. For the relative energy (zero: lowest compared OMol25 entry of this formula, charge and spin), the calculation gives 22.0 kJ/mol.

Geometry as ORCA input:
```
! wB97M-V def2-TZVPD RIJCOSX def2/J DEFGRID3
* xyz 0 2
H -1.5253 -0.9687 -2.0409
O -0.4242 -0.8957 -0.2905
O 0.6646 1.3367 -0.9758
O 1.3909 1.0052 1.1157
C -0.6575 -0.5378 -1.5139
C -0.5255 0.9741 -1.6831
C 0.5096 1.3389 0.3559
F 0.5266 -1.0519 -2.4141
H -0.4228 1.3140 -2.7166
H -1.3979 1.4526 -1.2144
K 1.9235 -1.7163 -0.4601
*
```

This record from the OMol25 dataset describes C2H3O2PV as an isolated structure. The level of theory is ωB97M-V with the def2-TZVPD basis set.

Its highest occupied orbital energy (alpha / beta) is -18.755 / -18.822 eV. The calculation puts the frontier orbital gap (alpha / beta) at 8.4 / 8.5 eV. As for the energy: -1513.01095 Ha. For the LUMO energy (alpha / beta), the calculation gives -10.359 / -10.304 eV.

Geometry as ORCA input:
```
! wB97M-V def2-TZVPD RIJCOSX def2/J DEFGRID3
* xyz 2 4
H 0.0458 -1.5596 -2.2804
O -1.3856 0.2979 -0.4021
C -0.1082 0.0708 -0.6111
H 0.4623 0.9044 -1.0838
C 0.3765 -1.1297 -1.3255
O 1.1643 -1.7824 -0.5791
V -2.8434 -0.2464 0.3184
P 1.1796 -0.5646 0.7646
H 2.3722 0.1024 0.3777
*
```